a:
ORCA calculation (ωB97M-V/def2-TZVPD) on 4 unconnected molecules or ions with the total composition C4H12O3.

Each atom is followed by the atoms it is bonded to, with distances in Å.
Positions of all 19 atoms, in Å:
1 C -1.394 -0.199 1.879  C2 1.371, H5 1.082, H6 1.110
2 C -2.008 0.202 0.720  C1 1.371, C3 1.469, H7 1.075
3 C -1.417 0.082 -0.619  C2 1.469, C4 1.315, H8 1.093
4 C -1.390 0.985 -1.575  C3 1.315, H9 1.082, H10 1.047
5 H -0.369 -0.543 1.878  C1 1.082
6 H -2.101 -0.166 2.733  C1 1.110
7 H -3.008 0.592 0.651  C2 1.075
8 H -1.131 -0.949 -0.843  C3 1.093
9 H -1.009 0.782 -2.568  C4 1.082
10 H -1.751 1.965 -1.493  C4 1.047
11 H 0.223 -1.900 0.209  O13 0.926
12 H 1.142 -2.317 -0.814  O13 0.935
13 O 1.125 -2.074 0.089  H11 0.926, H12 0.935
14 H 1.980 -0.538 -0.470  O16 1.005
15 H 3.070 0.482 -0.864  O16 1.003
16 O 2.261 0.030 -1.249  H14 1.005, H15 1.003
17 H 1.008 0.414 1.006  O19 0.977
18 H 1.084 1.575 0.037  O19 0.970
19 O 1.378 1.315 0.925  H17 0.977, H18 0.970

Output
Gap between HOMO and LUMO: 0.3735 hartree
Total charge: 0
M: 108.1 g/mol
HOMO: -9.7 eV

b:
ORCA calculation (ωB97M-V/def2-TZVPD) on 2 unconnected molecules or ions with the total composition C4H12O3.

Each atom is followed by the atoms it is bonded to, with distances in Å.
Positions of all 19 atoms, in Å:
1 C 0.996 -1.389 1.423  O2 1.416, C3 1.510, H7 1.092, H8 1.100
2 O 0.476 -0.849 2.624  C1 1.416, H9 0.961
3 C 1.823 -0.415 0.618  C1 1.510, C4 1.575, H10 1.094, H11 1.086
4 C 0.961 0.726 -0.042  C3 1.575, C5 1.507, O6 1.420, H12 1.093
5 C 1.446 0.993 -1.444  C4 1.507, H13 1.099, H14 1.098, H15 1.080
6 O 1.085 1.867 0.794  C4 1.420, H16 0.959
7 H 0.175 -1.796 0.828  C1 1.092
8 H 1.587 -2.283 1.673  C1 1.100
9 H 0.914 -0.021 2.836  O2 0.961
10 H 2.386 -0.972 -0.137  C3 1.094
11 H 2.596 0.053 1.221  C3 1.086
12 H -0.061 0.340 -0.046  C4 1.093
13 H 2.527 1.180 -1.500  C5 1.099
14 H 1.009 1.929 -1.818  C5 1.098
15 H 1.317 0.216 -2.184  C5 1.080
16 H 1.517 2.612 0.374  O6 0.959
17 H -7.109 -1.216 -1.103  O19 0.957
18 H -7.027 -0.383 -2.482  O19 0.962
19 O -6.618 -0.590 -1.636  H17 0.957, H18 0.962

Output
Gap between HOMO and LUMO: 0.3971 hartree
Total charge: 0
M: 108.1 g/mol
HOMO: -9.8 eV

c:
ORCA calculation (ωB97M-V/def2-TZVPD) on 2 unconnected molecules or ions with the total composition C4H12O3.

Each atom is followed by the atoms it is bonded to, with distances in Å.
Positions of all 19 atoms, in Å:
1 C -0.388 -0.048 -0.464  O2 1.430, C3 1.508, H7 1.087, H8 1.093
2 O -0.010 0.338 -1.788  C1 1.430, H9 0.967
3 C 0.737 0.196 0.511  C1 1.508, C4 1.531, H10 1.090, H11 1.075
4 C 0.305 0.324 1.974  C3 1.531, C5 1.526, O6 1.441, H12 1.092
5 C -0.263 -0.969 2.553  C4 1.526, H13 1.092, H14 1.087, H15 1.100
6 O 1.499 0.692 2.692  C4 1.441, H16 0.961
7 H -1.235 0.585 -0.211  C1 1.087
8 H -0.743 -1.078 -0.381  C1 1.093
9 H -0.121 -0.439 -2.353  O2 0.967
10 H 1.371 -0.691 0.515  C3 1.090
11 H 1.381 1.027 0.286  C3 1.075
12 H -0.419 1.110 2.199  C4 1.092
13 H -0.177 -0.955 3.641  C5 1.092
14 H -1.274 -1.107 2.179  C5 1.087
15 H 0.325 -1.844 2.240  C5 1.100
16 H 1.926 -0.093 3.046  O6 0.961
17 H -1.255 0.332 -5.910  O19 0.964
18 H -0.964 1.514 -4.949  O19 0.964
19 O -0.695 1.106 -5.780  H17 0.964, H18 0.964

Output
Gap between HOMO and LUMO: 0.3941 hartree
Total charge: 0
M: 108.1 g/mol
HOMO: -10.1 eV

d:
ORCA calculation (ωB97M-V/def2-TZVPD) on 3 unconnected molecules or ions with the total composition C4H12O3.

Each atom is followed by the atoms it is bonded to, with distances in Å.
Positions of all 19 atoms, in Å:
1 C -1.081 0.619 -2.841  C2 1.478, H6 1.093, H7 1.093, H8 1.140
2 C 0.145 1.049 -2.136  C1 1.478, C3 1.339, H9 1.104
3 C 0.750 0.590 -1.034  C2 1.339, O4 1.352, C5 1.523
4 O 0.125 -0.278 -0.205  C3 1.352, H10 0.965
5 C 2.208 0.867 -0.691  C3 1.523, H11 1.101, H12 1.108, H13 1.103
6 H -1.033 0.320 -3.892  C1 1.093
7 H -1.776 1.456 -2.739  C1 1.093
8 H -1.514 -0.292 -2.310  C1 1.140
9 H 0.654 1.836 -2.719  C2 1.104
10 H 0.481 -0.296 0.692  O4 0.965
11 H 2.079 1.629 0.093  C5 1.101
12 H 2.737 1.181 -1.611  C5 1.108
13 H 2.683 -0.074 -0.366  C5 1.103
14 H 0.737 -3.105 2.840  O16 0.971
15 H -0.594 -2.732 2.622  O16 0.970
16 O 0.265 -2.525 2.221  H14 0.971, H15 0.970
17 H -2.483 -0.125 4.762  O19 0.971
18 H -2.512 0.038 3.307  O19 0.968
19 O -1.873 -0.158 4.007  H17 0.971, H18 0.968

Output
Gap between HOMO and LUMO: 0.3103 hartree
Total charge: 0
M: 108.1 g/mol
HOMO: -7.9 eV

Most stable structure, least stable structure: c, a.

a:
ORCA calculation (ωB97M-V/def2-TZVPD) on 2 unconnected molecules or ions with the total composition C4H12O3.

Each atom is followed by the atoms it is bonded to, with distances in Å.
Positions of all 19 atoms, in Å:
1 C 0.193 1.763 -0.586  C2 1.522, C5 1.502, H7 1.099, H8 1.092
2 C 0.808 0.881 0.491  C1 1.522, C3 1.553, H9 1.100, H10 1.108
3 C -0.185 0.256 1.510  C2 1.553, O4 1.432, H11 1.092, H12 1.090
4 O 0.453 -0.821 2.204  C3 1.432, H13 0.967
5 C -0.130 0.996 -1.836  C1 1.502, O6 1.447, H14 1.098, H15 1.093
6 O -0.964 -0.151 -1.546  C5 1.447, H16 0.969
7 H -0.709 2.225 -0.161  C1 1.099
8 H 0.879 2.552 -0.904  C1 1.092
9 H 1.441 0.100 0.043  C2 1.100
10 H 1.572 1.451 1.054  C2 1.108
11 H -0.277 1.026 2.279  C3 1.092
12 H -0.987 -0.181 0.915  C3 1.090
13 H 0.481 -1.534 1.551  O4 0.967
14 H -0.723 1.627 -2.511  C5 1.098
15 H 0.763 0.620 -2.340  C5 1.093
16 H -1.487 -0.383 -2.329  O6 0.969
17 H -0.369 -1.540 -0.485  O19 0.974
18 H -0.704 -2.920 0.122  O19 0.951
19 O 0.014 -2.318 -0.040  H17 0.974, H18 0.951

Output
Gap between HOMO and LUMO: 0.3637 hartree
Total charge: 0
M: 108.1 g/mol
HOMO: -9.4 eV

b:
ORCA calculation (ωB97M-V/def2-TZVPD) on 3 unconnected molecules or ions with the total composition C4H12O3.

Each atom is followed by the atoms it is bonded to, with distances in Å.
Positions of all 19 atoms, in Å:
1 C -2.288 -2.987 0.900  C2 1.495, H6 1.086, H7 1.104, H8 1.092
2 C -1.069 -2.302 0.372  C1 1.495, C3 1.324, H9 1.087
3 C -0.606 -1.087 0.621  C2 1.324, O4 1.383, C5 1.488
4 O -1.147 -0.309 1.629  C3 1.383, H10 0.955
5 C 0.617 -0.444 0.068  C3 1.488, H11 1.090, H12 1.091, H13 1.093
6 H -2.220 -4.054 1.095  C1 1.086
7 H -3.022 -2.918 0.079  C1 1.104
8 H -2.824 -2.472 1.700  C1 1.092
9 H -0.576 -2.871 -0.413  C2 1.087
10 H -1.604 -0.832 2.284  O4 0.955
11 H 0.739 -0.366 -1.012  C5 1.090
12 H 1.509 -0.922 0.476  C5 1.091
13 H 0.647 0.603 0.382  C5 1.093
14 H -1.695 2.589 -2.967  O16 0.963
15 H -2.688 3.706 -3.247  O16 0.967
16 O -2.097 3.083 -3.689  H14 0.963, H15 0.967
17 H 5.767 4.554 0.723  O19 0.965
18 H 6.123 3.168 0.204  O19 0.962
19 O 6.434 3.860 0.794  H17 0.965, H18 0.962

Output
Gap between HOMO and LUMO: 0.3375 hartree
Total charge: 0
M: 108.1 g/mol
HOMO: -8.6 eV

Most stable structure, least stable structure: a, b.

a:
ORCA calculation (ωB97M-V/def2-TZVPD) on 2 unconnected molecules or ions with the total composition C3H4O2S.

Each atom is followed by the atoms it is bonded to, with distances in Å.
Positions of all 10 atoms, in Å:
1 C -2.115 0.930 -0.166  O5 1.175, H7 1.101, H8 1.132
2 C 0.807 -0.963 -0.115  C3 1.222, O4 1.319
3 C 1.587 -0.032 0.022  C2 1.222, S6 1.663
4 O -0.064 -1.891 -0.461  C2 1.319, H9 0.912
5 O -2.354 -0.094 0.357  C1 1.175
6 S 2.783 1.116 0.150  C3 1.663, H10 1.448
7 H -2.583 1.863 0.183  C1 1.101
8 H -1.527 0.934 -1.134  C1 1.132
9 H -0.375 -2.299 0.294  O4 0.912
10 H 3.840 0.435 0.870  S6 1.448

Output
Gap between HOMO and LUMO: 0.3352 hartree
Total charge: 0
M: 104.1 g/mol
HOMO: -8.6 eV

b:
ORCA calculation (ωB97M-V/def2-TZVPD) on C3H4O2S in the gas phase.

Each atom is followed by the atoms it is bonded to, with distances in Å.
Positions of all 10 atoms, in Å:
1 C -1.370 -0.015 0.199  C2 1.541, H4 1.141, H5 1.203, H6 1.010
2 C -0.052 -0.740 -0.136  C1 1.541, C3 1.424, O8 1.196
3 C 1.177 -0.038 -0.287  C2 1.424, O9 1.395, S10 1.698
4 H -1.405 0.253 1.308  C1 1.141
5 H -1.710 0.912 -0.486  C1 1.203
6 H -2.064 -0.745 0.270  C1 1.010
7 H 1.944 1.689 -0.191  O9 1.003
8 O -0.198 -1.893 -0.421  C2 1.196
9 O 1.011 1.346 -0.332  C3 1.395, H7 1.003
10 S 2.667 -0.769 0.076  C3 1.698

Output
Gap between HOMO and LUMO: 0.2993 hartree
Total charge: 0
M: 104.1 g/mol
HOMO: -9.6 eV

Most stable structure, least stable structure: b, a.

a:
ORCA calculation (ωB97M-V/def2-TZVPD) on C3H4O2S in the gas phase.

Each atom is followed by the atoms it is bonded to, with distances in Å.
Positions of all 10 atoms, in Å:
1 C -0.965 0.033 -0.089  O8 1.246, O9 1.436, S10 1.748
2 C 1.622 -0.211 0.099  C3 1.588, H4 1.233, H5 1.127, S10 1.859
3 C 1.086 1.270 -0.105  C2 1.588, H6 1.041, H7 1.222, O9 1.410
4 H 2.342 -0.445 1.072  C2 1.233
5 H 2.185 -0.438 -0.850  C2 1.127
6 H 1.463 1.627 -1.007  C3 1.041
7 H 1.452 1.992 0.810  C3 1.222
8 O -2.195 0.179 0.055  C1 1.246
9 O -0.314 1.305 0.054  C1 1.436, C3 1.410
10 S 0.136 -1.322 -0.021  C1 1.748, C2 1.859

Output
Gap between HOMO and LUMO: 0.3886 hartree
Total charge: 0
M: 104.1 g/mol
HOMO: -10.1 eV

b:
ORCA calculation (ωB97M-V/def2-TZVPD) on C3H4O2S in the gas phase.

Each atom is followed by the atoms it is bonded to, with distances in Å.
Positions of all 10 atoms, in Å:
1 C 1.685 -0.407 0.405  C2 1.510, H4 1.257, H5 1.069, H6 1.185
2 C 0.389 -0.278 -0.360  C1 1.510, C3 1.599, S10 1.570
3 C -0.479 0.666 0.595  C2 1.599, O8 1.435, O9 1.196
4 H 1.312 -0.993 1.453  C1 1.257
5 H 2.452 -1.075 0.080  C1 1.069
6 H 2.138 0.517 0.992  C1 1.185
7 H -0.239 1.961 2.174  O8 1.155
8 O 0.383 1.591 1.274  C3 1.435, H7 1.155
9 O -1.653 0.474 0.718  C3 1.196
10 S -0.317 -1.051 -1.530  C2 1.570

Output
Gap between HOMO and LUMO: 0.3061 hartree
Total charge: 0
M: 104.1 g/mol
HOMO: -9.1 eV

Most stable structure, least stable structure: a, b.